Entry 1:
{"formula": "C6H20MnN8O6", "method": "ωB97M-V with the def2-TZVPD basis set", "energy_ev": -62073.720, "homo_ha": [0.0185, -0.1203], "charge": -1, "multiplicity": 7, "orbital_gap_ev": [2.068, 5.791], "s2": 12.003, "lumo_ev": [2.57, 2.52], "symbols": ["Mn", "O", "C", "C", "O", "H", "H", "H", "H", "C", "O", "N", "N", "H", "H", "H", "H", "C", "O", "N", "N", "H", "H", "H", "H", "C", "O", "N", "N", "H", "H", "H", "H", "C", "O", "N", "N", "H", "H", "H", "H"], "positions_angstrom": [[0.31, 0.25, 0.36], [2.10, 0.74, -0.83], [2.96, 1.53, 0.00], [2.90, 1.23, 1.55], [1.61, 0.82, 2.12], [2.56, 2.54, 0.06], [3.97, 1.46, -0.42], [3.17, 2.12, 2.11], [3.64, 0.45, 1.76], [-1.37, -1.08, 2.90], [-1.18, -0.66, 1.76], [-1.93, -0.30, 3.78], [-0.91, -2.19, 3.38], [-2.14, 0.63, 3.45], [-2.17, -0.69, 4.67], [-1.21, -2.46, 4.30], [-0.26, -2.70, 2.80], [-1.62, 2.69, -0.26], [-0.80, 1.97, 0.31], [-1.54, 3.99, -0.63], [-2.75, 2.31, -0.77], [-2.34, 4.44, -1.06], [-0.72, 4.54, -0.38], [-3.23, 2.98, -1.35], [-3.04, 1.35, -0.66], [-1.13, -0.48, -2.29], [-1.20, -0.40, -1.04], [-0.26, -1.19, -3.04], [-2.08, -0.05, -3.04], [0.36, -1.74, -2.47], [-0.18, -1.10, -4.04], [-1.94, -0.23, -4.03], [-2.76, 0.67, -2.83], [1.40, -2.40, -0.51], [0.70, -1.77, 0.23], [1.40, -3.69, -0.37], [2.09, -1.86, -1.49], [1.77, -4.38, -1.01], [0.98, -4.07, 0.46], [2.72, -2.41, -2.05], [2.13, -0.85, -1.41]]}

---

Entry 2:
{"formula": "C6H20MnN8O6", "method": "ωB97M-V with the def2-TZVPD basis set", "energy_ev": -62076.194, "e_above_lowest_kcal_mol": 34.5, "homo_ha": [-0.1944, -0.1971], "charge": 0, "multiplicity": 6, "orbital_gap_ev": [5.222, 5.294], "s2": 8.754, "lumo_ev": [-0.07, -0.07], "symbols": ["Mn", "O", "C", "C", "O", "H", "H", "H", "H", "C", "O", "N", "N", "H", "H", "H", "H", "C", "O", "N", "N", "H", "H", "H", "H", "C", "O", "N", "N", "H", "H", "H", "H", "C", "O", "N", "N", "H", "H", "H", "H"], "positions_angstrom": [[25.73, -5.50, 15.50], [26.45, -4.19, 13.98], [27.61, -3.67, 14.52], [28.34, -4.54, 15.55], [27.50, -5.15, 16.47], [27.39, -2.67, 14.98], [28.36, -3.42, 13.73], [29.09, -3.88, 16.04], [28.92, -5.31, 15.00], [27.09, -8.37, 14.39], [26.34, -7.45, 14.67], [27.32, -8.73, 13.09], [27.67, -9.15, 15.35], [27.79, -9.57, 12.82], [27.20, -8.01, 12.40], [27.37, -8.94, 16.28], [28.28, -9.90, 15.10], [23.55, -3.32, 16.80], [24.50, -3.83, 16.24], [22.25, -3.58, 16.42], [23.70, -2.52, 17.90], [22.08, -4.00, 15.52], [21.50, -3.23, 16.99], [22.98, -1.86, 18.14], [24.65, -2.34, 18.17], [24.20, -6.90, 18.19], [24.92, -6.56, 17.25], [23.22, -6.10, 18.67], [24.47, -8.04, 18.90], [22.61, -6.41, 19.41], [22.95, -5.27, 18.19], [23.82, -8.36, 19.59], [25.15, -8.68, 18.54], [23.02, -7.17, 14.78], [23.73, -6.19, 14.60], [21.87, -7.10, 15.53], [23.27, -8.36, 14.16], [21.86, -6.38, 16.24], [21.37, -7.95, 15.72], [22.79, -9.19, 14.46], [24.14, -8.46, 13.68]]}